127
Properties=species:S:1:pos:R:3:forces:R:3:mulliken_charge:R:1 method="wB97M-V/def2-TZVPD" lumo_ev=-0.6150 largest_force_ev_per_a=2.2 energy_ev=-114554.9690 smiles="CCP(CC)[C@@]1(O)OC(=O)O[C@]1(Cl)C(=O)NC(=O)F.O=C1CCCO1.O=C1CCCO1.O=C1CCCO1.O=C1CCCO1.O=C1CCCO1.O=C1CCCO1.O=C1CCCO1.O=C1CCCO1" orbital_gap_ev=8.4
C 3.36669 1.99348 -3.02684 0.4 0.0 -0.1 -1.03
C 3.44094 0.91884 -4.09522 -0.7 -0.9 0.6 -0.87
P 1.90336 -0.12965 -4.14275 -0.9 1.3 -0.3 0.41
C 1.68910 -0.52343 -5.93304 0.1 -0.4 0.4 -0.77
C 0.28622 -1.07602 -6.22013 0.5 0.1 0.2 -1.05
C 2.33446 -1.76620 -3.29383 -0.6 -0.7 0.3 0.68
O 2.09108 -2.91974 -3.97362 0.5 -0.3 -0.2 -0.61
O 3.68699 -1.77544 -2.78304 0.4 0.1 0.0 -0.41
C 3.67244 -1.02661 -1.67524 0.8 0.6 0.8 0.29
O 4.61715 -0.71778 -0.99923 -0.9 -0.3 -0.8 -0.59
O 2.37206 -0.67384 -1.35588 0.2 -0.2 0.5 -0.11
C 1.61947 -1.77049 -1.90854 0.6 0.7 -0.3 0.47
Cl -0.10027 -1.55889 -2.05965 -0.1 0.1 0.4 0.15
C 1.93810 -2.96369 -0.98001 -0.3 -1.6 -0.5 -0.13
O 2.12093 -4.06363 -1.39978 -0.1 0.6 0.3 -0.43
N 2.04956 -2.68777 0.45165 -0.4 0.2 -0.1 -0.06
C 0.97453 -1.97973 1.00445 -0.1 2.1 0.3 0.46
O 0.87441 -0.79015 1.17824 0.3 -1.8 0.1 -0.42
F 0.00745 -2.79607 1.39888 -0.1 -0.4 -0.4 -0.25
H 2.61363 2.73789 -3.22075 -0.4 0.1 -0.1 0.39
H 3.21090 1.60440 -2.03091 -0.1 -0.2 0.3 0.12
H 4.31118 2.51420 -3.01628 0.3 0.3 0.1 0.47
H 4.27686 0.26216 -3.89447 0.5 0.0 -0.3 0.43
H 3.52444 1.37733 -5.06802 0.2 0.0 -0.4 0.52
H 2.48674 -1.14852 -6.31657 0.2 -0.3 -0.1 0.42
H 1.79281 0.43510 -6.41728 0.2 0.4 -0.2 0.46
H -0.09468 -1.60072 -5.35477 -0.4 -0.4 0.1 0.22
H -0.39709 -0.26523 -6.39941 -0.4 0.3 0.0 0.37
H 0.27291 -1.71491 -7.08941 0.0 -0.3 -0.2 0.31
H 1.46104 -2.76512 -4.67915 -0.1 0.1 -0.3 0.40
H 2.88679 -2.15395 0.64418 0.2 0.2 -0.2 0.18
O 3.37799 2.99307 3.85741 0.0 0.2 0.1 -0.61
C 3.86819 2.04552 3.32478 -0.3 -0.2 -0.1 0.31
C 3.42176 0.59856 3.42665 0.4 -0.2 0.0 0.16
C 4.63067 -0.16165 2.88258 -0.2 0.0 0.1 -0.69
C 5.22429 0.85188 1.91371 0.0 -0.1 -0.1 0.50
O 4.92641 2.13993 2.48367 0.1 0.0 0.0 -0.35
H 2.53621 0.46579 2.80192 0.0 0.0 0.0 -0.11
H 3.19287 0.34208 4.45656 -0.2 0.1 0.0 0.30
H 4.38776 -1.11328 2.41116 0.0 0.0 -0.1 0.32
H 5.33512 -0.36072 3.69107 0.0 0.0 0.0 0.34
H 4.76773 0.79602 0.92570 0.0 0.0 0.0 -0.15
H 6.30128 0.74644 1.80815 0.0 0.2 0.0 -0.04
O 4.31583 5.90627 -3.52789 0.2 -0.1 -0.1 -0.58
C 3.67031 5.90150 -2.52426 -0.2 0.2 -0.1 0.41
C 3.05544 7.09127 -1.81266 0.1 -0.2 0.5 -0.42
C 2.72238 6.51803 -0.43568 0.0 0.1 -0.1 -0.56
C 2.48322 5.04916 -0.75686 -0.1 0.0 0.2 -0.36
O 3.35489 4.75875 -1.86689 0.0 0.1 0.2 -0.20
H 2.16166 7.39671 -2.35826 0.0 0.0 -0.1 0.26
H 3.76092 7.91498 -1.76659 0.0 0.1 -0.2 0.31
H 1.87431 6.99252 0.05294 0.0 0.0 0.0 0.35
H 3.58669 6.61580 0.22196 0.0 0.0 0.0 0.26
H 1.45421 4.85275 -1.06648 0.0 0.0 0.0 0.26
H 2.73354 4.39119 0.07188 0.1 -0.1 -0.1 0.28
O -2.99851 0.07798 -4.33429 0.3 -0.3 -0.1 -0.63
C -3.48040 -0.06415 -3.24659 -0.2 0.4 -0.1 0.41
C -4.03254 1.02330 -2.34779 0.2 -0.3 0.5 -0.33
C -4.12044 0.31733 -0.99434 0.0 0.1 -0.1 -0.44
C -4.33832 -1.13118 -1.40537 0.1 0.2 0.0 -0.17
O -3.63312 -1.27147 -2.66387 0.1 0.0 0.0 -0.32
H -5.01314 1.32024 -2.72304 0.0 0.1 -0.1 0.21
H -3.36805 1.88145 -2.33322 -0.1 0.1 -0.2 0.36
H -4.90337 0.69731 -0.34270 0.0 -0.1 0.0 0.36
H -3.16930 0.41288 -0.46802 0.0 0.0 0.0 0.18
H -5.39048 -1.36321 -1.57153 0.0 0.0 0.0 0.15
H -3.93596 -1.83398 -0.69074 0.1 -0.2 -0.1 0.21
O -4.70478 3.76204 -4.98478 0.0 0.2 0.1 -0.57
C -4.98686 3.16689 -5.98123 -0.1 -0.3 0.2 0.50
C -4.72380 1.70612 -6.28634 0.0 0.2 -0.7 -0.04
C -4.93832 1.64272 -7.79820 0.0 -0.1 0.1 -0.60
C -5.94613 2.76233 -8.02196 0.0 -0.1 -0.1 -0.41
O -5.64816 3.74483 -7.01510 0.0 0.0 -0.1 -0.38
H -5.45250 1.10213 -5.74382 0.1 0.0 0.1 0.21
H -3.72201 1.42511 -5.99312 0.0 -0.1 0.3 0.09
H -5.28310 0.67621 -8.16036 -0.1 0.0 0.0 0.34
H -4.00452 1.87923 -8.31013 0.0 0.0 0.0 0.28
H -6.97664 2.42775 -7.88234 0.0 0.0 0.0 0.24
H -5.85729 3.22357 -9.00249 0.0 0.1 0.1 0.34
O 11.73143 2.97064 -0.89813 0.1 0.2 0.0 -0.56
C 10.76423 2.51311 -0.37359 0.1 -0.3 -0.1 0.46
C 9.86602 1.40719 -0.89797 -0.4 0.2 0.2 -0.48
C 8.62450 1.54659 -0.01995 0.0 -0.1 -0.1 -0.26
C 9.20833 2.12060 1.26417 -0.1 -0.1 0.0 -0.37
O 10.32675 2.91948 0.84512 -0.1 0.0 0.0 -0.37
H 10.37024 0.45161 -0.74881 0.1 0.0 -0.1 0.28
H 9.65443 1.55371 -1.95244 0.2 -0.1 -0.1 0.31
H 8.08027 0.61606 0.13188 0.0 0.0 0.0 0.28
H 7.93851 2.26687 -0.46794 0.0 0.0 0.0 0.19
H 9.57347 1.34215 1.93881 0.0 0.0 0.0 0.25
H 8.50487 2.75047 1.80399 0.1 0.1 0.0 0.30
O -3.07037 -1.10449 6.67040 -0.2 0.1 0.0 -0.58
C -2.09824 -1.37494 6.03151 0.1 -0.2 0.2 0.44
C -0.67399 -1.51146 6.53640 0.2 0.2 -0.4 -0.55
C 0.13861 -1.46320 5.24389 0.1 0.0 0.1 -0.32
C -0.84372 -2.03826 4.23141 0.1 0.0 0.2 -0.12
O -2.14386 -1.64265 4.70758 0.1 0.0 -0.1 -0.31
H -0.57813 -2.47037 7.04752 0.0 0.0 0.1 0.28
H -0.43034 -0.70217 7.21793 -0.1 -0.1 0.2 0.32
H 1.07890 -2.01138 5.28760 0.0 -0.1 0.0 0.37
H 0.36416 -0.42607 4.99117 0.0 0.0 0.0 0.18
H -0.80859 -3.12949 4.18979 0.0 0.0 0.0 0.15
H -0.69717 -1.64154 3.23860 -0.2 0.1 -0.1 0.10
O -5.44023 -2.87584 0.75160 -0.1 0.1 0.2 -0.53
C -5.65065 -4.05052 0.68400 0.2 0.0 -0.2 0.48
C -5.51744 -4.93930 -0.53902 -0.4 -0.3 0.1 -0.30
C -6.28352 -6.19283 -0.12008 0.1 0.0 -0.1 -0.55
C -6.09756 -6.18111 1.39121 0.0 -0.1 -0.1 -0.45
O -6.02227 -4.78950 1.75108 -0.1 -0.1 0.0 -0.37
H -4.45846 -5.14099 -0.70725 0.0 0.1 0.0 0.25
H -5.94536 -4.45654 -1.41266 0.2 0.1 0.0 0.29
H -5.93118 -7.10930 -0.58826 0.0 0.0 0.1 0.33
H -7.34010 -6.07586 -0.36353 0.0 0.0 0.0 0.27
H -5.16968 -6.66682 1.69991 0.0 0.0 0.0 0.26
H -6.92705 -6.63888 1.92343 0.0 0.1 0.1 0.32
O -6.40164 -2.83155 11.74411 -0.1 0.0 0.2 -0.57
C -6.46702 -2.31634 10.66929 0.1 -0.3 -0.1 0.51
C -5.49703 -2.46713 9.51194 -0.1 0.5 -0.1 -0.42
C -5.87434 -1.29804 8.60632 0.1 -0.1 0.0 -0.32
C -7.35122 -1.11905 8.92685 0.1 0.0 -0.1 -0.46
O -7.49002 -1.50439 10.30742 0.0 0.1 0.0 -0.35
H -5.67519 -3.43137 9.03386 0.0 -0.1 0.1 0.27
H -4.47137 -2.41125 9.86276 0.0 -0.2 0.1 0.26
H -5.67781 -1.47099 7.55142 0.0 0.0 0.0 0.30
H -5.32025 -0.40857 8.90623 0.0 0.0 0.0 0.23
H -7.98947 -1.76828 8.32303 0.0 0.0 0.0 0.26
H -7.68757 -0.09181 8.81068 -0.1 0.0 0.1 0.31

***

16
Properties=species:S:1:pos:R:3:forces:R:3:mulliken_charge:R:1 method="wB97M-V/def2-TZVPD" lumo_ev=0.4522 relative_energy_kj_mol=292.1 largest_force_ev_per_a=5.2 energy_ev=-23632.1214 orbital_gap_ev=9.3
C 2.53478 0.27802 1.23128 1.0 0.1 -1.1 0.44
C -2.00299 1.89756 -0.10061 -0.7 -3.8 2.1 -1.06
N 0.76910 -2.40543 -0.47552 -1.5 0.8 -0.9 -0.69
N 1.69562 0.87720 0.64690 -1.0 0.1 -1.0 -0.15
N 0.42597 1.26271 0.65540 -2.1 1.3 0.2 -0.34
O 3.60598 -0.15543 1.38896 1.1 -1.0 1.4 -0.47
O -0.45661 0.43364 -1.67520 -0.1 0.0 0.6 -0.61
O -1.28909 -0.54362 0.42197 -0.1 -1.5 0.7 -0.48
S -0.67926 0.71355 -0.27119 1.3 0.5 -0.2 1.09
H 0.48951 -1.79802 -1.29134 1.1 -0.6 1.2 0.28
H -2.15097 2.14315 0.93406 -0.2 -0.2 0.5 0.34
H -1.64610 2.68662 -0.55734 1.8 4.2 -2.4 0.41
H -2.88729 1.55788 -0.61527 -0.2 -0.4 0.0 0.37
H 1.76093 -2.47243 -0.31281 0.2 0.1 -0.4 0.21
H -0.55438 -1.16322 0.74322 -0.8 0.6 -0.9 0.42
H 0.38480 -3.31219 -0.72253 0.3 -0.1 0.3 0.22

***

7
Properties=species:S:1:pos:R:3:forces:R:3:mulliken_charge:R:1 method="wB97M-V/def2-TZVPD" lumo_ev=0.3216 relative_energy_kj_mol=76.6 largest_force_ev_per_a=2.5 energy_ev=-14446.6756 smiles=CSC#N orbital_gap_ev=10.2
C -1.18860 0.11409 -0.03931 2.1 -1.0 0.7 -0.67
S 0.60084 0.66820 -0.44854 -0.2 0.7 -0.4 -0.04
C 1.98394 -0.22440 0.10035 -2.5 0.3 -0.4 0.24
N 3.03719 -0.64788 0.24724 0.9 -0.4 0.4 -0.35
H -1.49600 -0.64293 -0.74853 -0.1 0.1 -0.1 0.27
H -1.76762 1.02164 -0.08339 0.1 0.3 -0.1 0.27
H -1.16975 -0.28872 0.97219 -0.3 0.1 -0.1 0.28

***

10
Properties=species:S:1:pos:R:3:forces:R:3:mulliken_charge:R:1 method="wB97M-V/def2-TZVPD" lumo_ev=4.8526 relative_energy_kj_mol=6.0 largest_force_ev_per_a=0.8 energy_ev=-6719.7680 charge=-1 orbital_gap_ev=8.2
N -0.31678 -1.43976 0.52203 0.1 -0.4 -0.2 -0.73
C 0.60565 -0.41894 1.05023 0.1 0.7 -0.4 -0.26
O 0.77910 0.68444 0.25285 -0.2 -0.4 0.5 -0.83
H -1.23825 -1.02380 0.46015 -0.1 0.1 -0.1 0.27
H -0.04206 -1.56696 -0.45276 -0.1 0.0 0.1 0.27
H 0.20410 -0.18467 2.06481 0.2 0.1 -0.1 0.25
H 1.57358 -0.93465 1.18409 0.0 -0.1 0.2 0.24
H -0.11083 0.83069 -0.81822 -0.2 0.1 -0.5 0.33
H -1.47586 1.53272 -1.19962 0.1 -0.1 -0.2 0.24
O -0.80588 1.00527 -1.65318 0.1 0.0 0.7 -0.80

***

99
Properties=species:S:1:pos:R:3:forces:R:3:mulliken_charge:R:1 method="wB97M-V/def2-TZVPD" lumo_ev="2.1775 / 2.1775" relative_energy_kj_mol=24.2 largest_force_ev_per_a=2.6 energy_ev=-231379.0153 charge=-1 orbital_gap_ev="6.8 / 6.8"
Au 0.07544 1.96452 -0.34323 -0.4 -1.2 0.4 1.16
C -2.77844 2.90595 -1.30344 0.0 0.0 0.1 -0.43
N -4.11733 3.44648 -1.11631 0.1 -0.1 0.0 0.10
C -4.80360 2.62818 -0.11010 0.0 -0.1 0.0 -0.70
N -4.09520 2.65091 1.17719 0.0 0.0 -0.1 0.13
C -2.75321 2.12312 0.97168 0.1 0.0 0.1 -0.38
N -1.99283 2.93213 -0.02607 0.0 0.3 -0.2 0.60
C -1.96460 4.33828 0.46731 0.0 -0.1 0.0 -0.78
N -3.29963 4.88363 0.65713 0.1 0.0 0.0 0.10
C -4.01179 4.81220 -0.61940 -0.1 0.1 0.0 -0.70
C -3.99962 4.03585 1.62219 -0.1 0.0 0.1 -0.71
H -2.23831 3.50104 -2.03821 0.0 0.0 0.0 0.30
H -2.83991 1.87071 -1.63428 0.0 0.0 0.0 -0.04
H -4.86506 1.60189 -0.46900 0.0 0.0 0.0 0.21
H -5.80995 3.02606 0.03913 0.0 0.0 0.0 0.42
H -2.80219 1.09304 0.62337 0.0 0.0 0.0 -0.17
H -2.20038 2.16011 1.91374 0.0 0.0 0.0 0.28
H -1.41010 4.94253 -0.24707 0.0 0.0 -0.1 0.18
H -1.43692 4.34648 1.41737 0.1 0.0 0.1 0.25
H -3.47839 5.42038 -1.35379 0.0 0.0 0.0 0.37
H -5.01672 5.21967 -0.48422 0.0 0.0 0.0 0.32
H -5.00883 4.42914 1.76762 0.0 0.0 0.0 0.33
H -3.46684 4.07267 2.57573 0.0 0.0 0.0 0.37
C -0.23451 -1.88566 -0.16660 -0.2 -0.1 0.0 0.32
C 0.61892 -3.14264 -0.01076 0.0 0.0 0.0 -1.84
As -0.30067 -4.88245 0.21029 0.1 0.1 0.0 0.19
C -1.45900 -4.32105 1.67615 0.1 0.0 0.0 -0.04
C -0.97240 -4.54749 2.96344 0.0 0.0 0.0 -0.52
C -1.65939 -4.07518 4.07266 0.0 0.0 0.0 -0.58
C -2.84506 -3.37243 3.90280 0.0 0.0 0.0 -0.54
C -3.33644 -3.14684 2.62500 0.0 0.0 0.0 -0.69
C -2.65053 -3.62297 1.51413 0.0 0.1 0.0 0.46
C -1.52276 -4.83743 -1.30131 0.0 0.0 0.0 0.42
C -1.13905 -4.26522 -2.50911 0.0 0.0 0.0 -0.44
C -1.97621 -4.32211 -3.61340 0.0 0.0 0.0 -0.46
C -3.20355 -4.95874 -3.52435 0.0 0.0 0.0 -0.52
C -3.58556 -5.54816 -2.32887 0.0 0.0 0.0 -0.54
C -2.74637 -5.49481 -1.22631 -0.1 0.0 0.0 -0.39
P 0.75036 -0.34617 -0.03869 0.5 0.4 -0.2 -0.53
C 2.05026 -0.71242 -1.26876 0.0 0.0 0.0 1.24
C 3.25366 -1.34015 -0.97894 0.1 0.0 0.1 -0.21
C 4.15324 -1.64054 -1.99456 -0.1 0.0 0.0 -0.86
C 3.84854 -1.32824 -3.31008 0.0 0.0 0.0 -0.61
C 2.63773 -0.71536 -3.61139 0.0 0.0 0.1 -0.70
C 1.74669 -0.40888 -2.59579 0.0 0.0 0.0 -1.13
C 1.51975 -0.47052 1.60950 -0.3 -0.1 0.1 0.18
C 2.66190 0.26012 1.91567 0.1 0.1 -0.1 -0.05
C 3.17550 0.26267 3.20306 0.0 0.0 0.0 -0.46
C 2.54311 -0.45615 4.20760 0.0 0.0 0.0 -0.87
C 1.39087 -1.17292 3.91817 0.0 0.0 -0.1 -0.75
C 0.87781 -1.17553 2.62890 0.0 -0.1 0.0 -0.55
H -1.04319 -1.82556 0.56557 0.0 0.0 0.0 -0.02
H -0.73992 -1.83686 -1.13189 0.1 -0.1 0.0 0.65
H 1.24196 -3.09520 0.88534 0.0 0.0 0.0 0.57
H 1.30498 -3.26254 -0.85178 0.0 0.0 0.0 0.70
H -0.04601 -5.09509 3.10507 0.0 0.0 0.0 0.35
H -1.26861 -4.25536 5.06681 0.0 0.0 0.0 0.44
H -3.37995 -2.99206 4.76404 0.0 0.0 0.0 0.38
H -4.23995 -2.57093 2.47521 0.0 0.0 0.0 0.43
H -3.02909 -3.39556 0.52630 0.0 0.0 -0.1 0.23
H -0.18827 -3.75163 -2.60002 0.0 0.0 0.0 0.28
H -1.67572 -3.84618 -4.53792 0.0 0.0 0.0 0.39
H -3.86797 -4.98077 -4.37828 0.0 0.0 0.0 0.37
H -4.54639 -6.04047 -2.24725 0.0 0.0 0.0 0.38
H -3.06514 -5.95478 -0.29727 0.0 0.0 0.0 0.40
H 3.50623 -1.58682 0.04517 0.0 0.0 0.0 0.48
H 5.09551 -2.11557 -1.75250 0.0 0.0 0.0 0.51
H 4.55187 -1.55433 -4.10159 0.0 0.0 0.0 0.37
H 2.39007 -0.46115 -4.63370 0.0 0.0 0.0 0.47
H 0.80913 0.08262 -2.83601 0.0 0.0 0.0 0.47
H 3.13509 0.84923 1.14126 0.0 0.0 -0.1 0.31
H 4.06514 0.84037 3.41999 0.0 0.0 0.0 0.48
H 2.94228 -0.45265 5.21383 0.0 0.0 0.0 0.38
H 0.88062 -1.73431 4.69038 0.0 0.0 0.0 0.50
H -0.02464 -1.74110 2.43393 0.0 0.0 0.0 0.28
Cl 1.33114 4.42042 1.14599 -0.2 -0.2 -0.3 -0.32
Si 1.85826 3.88803 -0.85631 2.3 1.2 -0.1 0.20
Cl 0.43081 4.25251 -2.33232 -0.2 -0.1 0.1 -0.30
Cl 2.96237 5.84588 -1.12182 -0.4 -0.6 0.0 -0.49
C 5.65894 0.97333 0.07100 0.1 -0.1 0.0 -1.05
Ge 4.83934 2.70431 -0.34969 -0.8 -0.1 -0.2 0.47
C 5.95062 3.47266 -1.75107 0.3 0.1 0.0 -1.32
C 4.90689 3.74366 1.29027 0.0 0.1 0.1 -1.14
C 3.04428 2.60429 -1.09309 -1.1 0.1 0.4 -0.04
H 6.72542 1.12099 0.25308 0.0 0.0 0.0 0.48
H 5.54573 0.28324 -0.76238 0.0 0.0 0.0 0.13
H 5.23379 0.50992 0.95939 0.0 0.0 0.0 0.32
H 6.97710 3.55775 -1.38802 0.1 0.1 -0.1 0.41
H 5.58096 4.45699 -2.03191 0.0 0.0 0.0 0.33
H 5.94225 2.82844 -2.63054 0.0 0.0 0.0 0.36
H 5.87249 3.57855 1.77111 0.0 0.1 0.1 0.41
H 4.11480 3.43290 1.97190 0.0 0.0 0.0 0.28
H 4.77555 4.80466 1.08391 0.0 0.0 0.0 0.36
H 2.90017 1.92255 -1.92536 0.0 0.1 -0.1 0.24
F -3.34391 -0.88739 0.05811 0.0 -0.1 0.2 -0.45
B -3.35684 -0.88553 -1.35877 -0.2 0.0 0.1 0.09
F -2.17065 -0.24990 -1.79276 0.2 0.1 -0.2 -0.18
F -4.46379 -0.14671 -1.80055 0.0 0.0 -0.1 -0.35
F -3.40618 -2.19254 -1.83069 0.0 -0.1 0.0 0.02